This record from OMol25 describes 3 unconnected molecules or ions with the total composition C50H75F7N4O5S2 in a non-equilibrium geometry. The level of theory is ωB97M-V/def2-TZVPD.

Geometry as XYZ:
```
143
Properties=species:S:1:pos:R:3:forces:R:3
C 5.51899 -1.68485 -0.18529 -0.2 -0.7 0.3
C 5.36518 -3.14081 0.30405 0.5 0.6 0.2
C 4.68092 -3.23238 1.68293 -0.1 -0.9 -0.3
C 3.21482 -3.70188 1.62378 0.2 0.4 0.8
C 2.20926 -2.56406 1.45320 -0.2 -0.3 -1.1
C 0.75747 -2.97828 1.74274 0.6 0.0 0.7
C 0.39319 -2.91841 3.24501 -0.6 0.2 -0.1
C -0.82888 -2.01973 3.50190 0.7 0.9 0.0
C -0.38780 -0.54148 3.38710 -0.9 -0.1 0.5
C -1.36582 0.44885 4.09325 0.5 -0.3 -0.9
C -2.39607 0.90847 3.09274 0.0 0.0 0.7
C -3.59853 0.22030 2.98939 -0.4 -0.1 -0.3
C -4.57543 0.58908 2.07156 0.2 0.2 0.0
C -4.36134 1.69304 1.26083 0.0 -0.3 0.1
C -3.16815 2.39560 1.35964 -0.5 0.0 -0.2
C -2.18047 2.00354 2.25267 0.0 0.2 -0.4
S -0.67061 2.96516 2.27968 -0.1 0.0 0.0
C -0.52917 3.37054 0.54124 -0.1 -0.2 0.7
C -1.72059 3.59033 -0.13085 -0.3 0.2 -0.5
C -1.70554 3.88769 -1.49975 0.4 0.0 0.6
N -2.96337 4.09223 -2.16210 0.7 -1.0 -0.4
C -3.60595 3.06916 -2.37877 -0.6 0.8 0.9
O -4.34035 2.18264 -2.49402 0.1 -0.1 -0.5
C -0.49434 3.99100 -2.17769 -0.7 0.4 -0.7
C -0.54090 4.29895 -3.66955 0.5 -0.7 0.7
C 0.71685 3.81480 -1.50473 0.5 0.3 0.2
C 1.99340 3.93843 -2.30692 0.2 -0.6 -0.2
C 2.50164 2.52416 -2.66910 -0.3 0.2 -0.5
C 3.74062 2.54574 -3.58968 -0.8 -0.2 -0.1
C 3.58872 1.55936 -4.75592 0.6 -0.4 0.1
C 3.18789 0.13327 -4.31307 -0.8 0.6 -0.1
C 0.70483 3.49935 -0.12773 -0.4 -0.5 -0.5
S 2.19973 3.32175 0.81441 0.8 1.9 1.1
O 2.01940 4.02168 2.06189 -0.7 -0.6 0.0
O 3.38216 3.70835 0.10258 -0.3 -0.6 -0.6
C 2.51033 1.53655 1.27401 0.3 -0.1 -0.9
F 1.39336 0.83235 1.45444 0.0 0.0 0.3
F 3.13328 0.98674 0.20902 0.0 0.1 0.0
C 3.50111 1.41148 2.48448 0.0 -0.7 0.0
F 4.26394 0.32393 2.23277 -0.1 -0.1 0.1
F 4.33638 2.44344 2.54973 -0.2 0.3 0.0
C 2.83027 1.16515 3.88434 1.0 0.7 0.4
F 1.63324 1.71180 3.98961 -0.2 -0.1 -0.1
F 3.61107 1.73173 4.81488 0.0 -0.1 -0.1
F 2.79391 -0.13480 4.14887 -0.4 -0.1 -0.1
N -2.99732 3.53723 0.50903 0.4 0.0 0.3
H 6.28727 -1.21302 0.42933 -0.1 0.2 -0.1
H 5.83354 -1.63888 -1.22764 -0.1 0.1 0.0
H 4.56844 -1.16914 -0.04010 0.1 0.2 -0.2
H 4.85809 -3.76358 -0.43612 -0.1 0.1 0.1
H 6.37414 -3.54941 0.41436 0.0 -0.1 -0.2
H 5.22684 -3.98389 2.26181 0.0 0.1 0.1
H 4.76698 -2.29583 2.24016 0.0 0.0 -0.1
H 2.98808 -4.22126 2.56358 0.0 0.0 0.0
H 3.12062 -4.44652 0.82929 -0.2 0.0 0.0
H 2.50574 -1.68107 2.02619 -0.1 -0.2 0.2
H 2.24041 -2.25785 0.39785 0.1 0.1 0.1
H 0.10209 -2.30972 1.18226 -0.2 -0.2 -0.1
H 0.64326 -4.01383 1.41266 -0.3 0.2 -0.4
H 0.18754 -3.90266 3.67063 0.2 -0.1 -0.1
H 1.22787 -2.46842 3.79134 0.0 -0.3 0.1
H -1.21547 -2.16110 4.51370 -0.1 -0.3 -0.1
H -1.60521 -2.18094 2.74891 -0.2 -0.3 0.2
H 0.58675 -0.42399 3.85864 -0.1 -0.1 -0.3
H -0.37809 -0.26627 2.33241 0.5 0.0 0.1
H -0.78363 1.29724 4.45539 -0.2 0.0 0.2
H -1.82876 -0.07349 4.93030 -0.1 0.2 0.1
H -3.78138 -0.64633 3.61474 0.1 0.1 0.1
H -5.49474 0.02487 1.98315 0.0 0.0 0.1
H -5.11057 1.99366 0.54030 0.1 0.1 0.0
H -0.14649 3.41708 -4.18503 0.0 0.2 -0.3
H 0.11449 5.14053 -3.88211 -0.3 0.1 -0.3
H -1.56059 4.46014 -3.99776 0.1 0.2 -0.1
H 2.75769 4.53052 -1.81600 0.0 -0.1 0.2
H 1.80118 4.41495 -3.26583 -0.1 0.1 0.2
H 1.68285 2.06531 -3.23933 0.0 -0.1 0.1
H 2.62905 1.90596 -1.78478 0.2 0.1 0.0
H 4.64174 2.30747 -3.02371 0.1 0.2 0.0
H 3.79530 3.55211 -4.01369 0.4 0.0 0.1
H 4.54672 1.48760 -5.27991 0.0 0.2 0.0
H 2.86809 1.94363 -5.48215 0.0 0.0 0.1
H 3.67182 -0.64379 -4.89996 0.1 0.0 0.1
H 3.33812 -0.01360 -3.24197 0.4 -0.2 -0.1
H 2.10947 0.02037 -4.46130 0.1 -0.2 0.0
H -3.14079 4.39266 1.04084 -0.1 0.0 0.0
C -2.70045 -5.51478 9.25273 0.1 -0.1 0.1
C -2.40181 -5.06812 7.80044 -1.0 -0.2 1.3
C -2.66704 -6.22228 6.83099 0.3 -0.2 -0.4
C -1.60919 -7.32291 6.88515 0.0 0.1 0.1
C -0.20936 -6.73599 6.71234 -0.4 -0.1 -0.3
C 0.09152 -5.59906 7.69034 1.0 -0.6 1.2
N -0.99562 -4.57412 7.68620 -0.2 -0.5 -2.2
O -0.87959 -3.82967 6.63218 0.1 0.5 0.5
C 0.29585 -6.17145 9.10532 -0.2 -0.1 0.1
C 1.42651 -4.95470 7.32438 -0.1 0.4 -0.3
C -3.38503 -3.93713 7.50792 0.2 0.3 -0.4
H -3.73247 -5.29021 9.51963 0.0 0.0 -0.1
H -2.57155 -6.58602 9.40330 0.1 0.0 0.0
H -2.06928 -4.98702 9.96727 0.0 0.0 0.0
H -2.71025 -5.83373 5.80817 0.1 0.1 0.0
H -3.65197 -6.64613 7.04048 0.0 0.1 0.1
H -1.67689 -7.87826 7.82460 0.0 0.0 0.0
H -1.79981 -8.04738 6.09102 0.0 0.0 0.0
H 0.53856 -7.52240 6.83457 0.1 0.1 0.1
H -0.10726 -6.37020 5.68529 0.0 0.1 0.1
H 0.41085 -5.36859 9.83491 0.0 0.0 0.0
H 1.20392 -6.77403 9.13169 0.0 0.1 -0.1
H -0.50997 -6.82136 9.43706 0.0 0.1 0.0
H 1.44822 -4.60422 6.29360 -0.1 0.1 0.0
H 2.22693 -5.68589 7.43698 -0.1 -0.1 0.1
H 1.64647 -4.10933 7.97832 0.0 0.0 0.0
H -3.21199 -3.08462 8.16706 0.0 0.0 0.0
H -4.40279 -4.29171 7.66904 0.0 -0.1 0.1
H -3.32281 -3.59230 6.47683 0.1 0.0 0.0
C -2.65608 2.77477 -10.57098 0.1 0.2 -0.1
C -2.63037 2.59278 -9.03337 -0.5 -0.4 -1.5
C -3.75842 3.40333 -8.39017 0.0 0.4 0.4
C -3.50263 4.91009 -8.38315 0.1 -0.1 0.0
C -2.14185 5.22528 -7.76363 -0.5 -0.2 0.2
C -0.99366 4.44757 -8.40923 0.8 1.0 -1.0
N -1.29793 2.98814 -8.48450 -1.0 0.2 2.0
O -1.12834 2.45006 -7.31623 0.5 -0.3 -0.4
C -0.70570 5.01955 -9.80983 -0.2 -0.1 -0.2
C 0.28685 4.67730 -7.61438 0.2 -0.3 0.4
C -2.88342 1.10667 -8.79147 0.2 -0.2 0.5
H -3.26218 2.00042 -11.03955 -0.1 0.0 0.1
H -3.08469 3.72765 -10.87968 0.1 0.0 0.0
H -1.65636 2.69160 -10.99658 0.0 0.0 0.0
H -3.89976 3.07108 -7.35651 0.1 -0.1 0.0
H -4.69434 3.19037 -8.91177 0.1 -0.1 -0.1
H -3.56387 5.31708 -9.39607 0.0 0.0 0.0
H -4.28675 5.40767 -7.80925 0.0 0.0 0.0
H -1.93950 6.29583 -7.84018 0.1 0.0 0.0
H -2.18261 4.99496 -6.69366 0.1 -0.1 0.0
H 0.04004 4.41579 -10.32888 0.0 0.0 0.0
H -0.30808 6.03072 -9.72074 0.0 0.0 0.1
H -1.58591 5.09369 -10.44325 0.0 -0.1 0.0
H 0.17176 4.41091 -6.56483 0.0 -0.1 -0.1
H 0.56839 5.72989 -7.64912 -0.1 0.0 -0.1
H 1.11762 4.09976 -8.02358 -0.1 0.0 0.0
H -2.08539 0.49695 -9.21842 0.0 0.0 0.0
H -3.82249 0.81843 -9.26320 0.0 0.1 -0.1
H -2.96787 0.86865 -7.73259 0.1 0.1 0.0
```
Forces are in eV/Å.

Calculated values
Energy relative to the best compared isomer or geometry (same formula, charge and spin): 0.0 kJ/mol
Energy: -109953.7952 eV
Charge: 0
Spin multiplicity: 3
F_max: 2.3 eV Å⁻¹
HOMO level: -8.368 eV
LUMO level: -0.1 eV
Gap between HOMO and LUMO: 8.306 eV